Below is C28H33IrN7O5S as an isolated structure, with properties calculated with ωB97M-V/def2-TZVPD.

Properties
- Net charge: +1
- Highest occupied orbital energy: -10.1 eV
- LUMO: -0.1154 hartree

Last column: Löwdin charge in e.
Atoms and positions in Å:
Ir1 -1.09 -0.24 -0.36  1.32
C1 -3.17 0.98 3.11  0.02
C2 -2.56 0.24 1.97  -0.24
N1 -2.06 0.84 0.93  -0.19
O1 -2.01 2.19 0.89  0.01
C3 -2.48 -1.21 1.89  -0.26
C4 -3.06 -2.12 2.91  0.00
N2 -1.91 -1.65 0.79  -0.29
O2 -1.76 -2.91 0.58  -0.17
H1 -2.76 1.98 3.18  0.09
H2 -3.00 0.44 4.03  0.09
H3 -4.25 1.06 2.97  0.11
H4 -1.86 2.36 -0.09  0.09
H5 -4.04 -1.77 3.23  0.09
H6 -2.42 -2.18 3.79  0.10
H7 -3.15 -3.12 2.49  0.08
C5 -3.42 4.64 -4.90  -0.06
O3 -2.25 4.09 -5.48  -0.06
C6 -1.48 3.28 -4.73  -0.27
C7 -0.33 2.78 -5.37  0.00
C8 0.52 1.97 -4.68  -0.02
C9 0.28 1.58 -3.34  -0.13
C10 1.19 0.71 -2.65  -0.39
C11 2.53 0.34 -3.23  0.01
O4 0.94 0.22 -1.54  -0.12
C12 -0.91 2.07 -2.71  -0.37
O5 -1.22 1.76 -1.48  -0.25
C13 -1.76 2.93 -3.42  0.06
H8 -3.88 5.25 -5.67  0.10
H9 -3.17 5.27 -4.04  0.10
H10 -4.11 3.85 -4.59  0.10
H11 -0.14 3.07 -6.39  0.12
H12 1.40 1.60 -5.19  0.11
H13 2.86 0.95 -4.06  0.07
H14 2.48 -0.70 -3.55  0.10
H15 3.27 0.40 -2.43  0.09
H16 -2.64 3.29 -2.91  0.11
N3 4.23 -1.17 4.35  0.17
C14 5.27 -0.69 5.11  -0.19
C15 6.18 -1.31 5.96  -0.02
C16 7.10 -0.49 6.58  -0.08
C17 7.13 0.90 6.36  -0.08
C18 6.23 1.51 5.52  -0.01
C19 5.28 0.70 4.88  -0.22
N4 4.28 1.04 4.00  0.19
C20 3.68 -0.08 3.71  -0.28
C21 2.54 -0.16 2.80  -0.10
C22 1.89 -1.36 2.48  0.03
C23 0.83 -1.35 1.61  -0.07
N5 0.39 -0.21 1.05  -0.10
C24 1.01 0.94 1.34  -0.07
C25 2.08 1.00 2.20  0.04
H17 3.95 -2.13 4.27  0.15
H18 6.17 -2.38 6.14  0.11
H19 7.83 -0.93 7.25  0.11
H20 7.87 1.49 6.86  0.10
H21 6.24 2.58 5.34  0.11
H22 2.20 -2.31 2.89  0.12
H23 0.32 -2.26 1.33  0.11
H24 0.62 1.82 0.84  0.12
H25 2.55 1.95 2.41  0.13
C26 -3.16 -1.72 -5.08  -0.09
N6 -3.24 -2.64 -3.95  -0.03
C27 -2.69 -2.44 -2.76  -0.71
S1 -1.74 -1.00 -2.58  0.77
N7 -2.85 -3.33 -1.81  -0.02
C28 -3.65 -4.53 -1.97  -0.05
H26 -3.70 -2.17 -5.91  0.09
H27 -2.12 -1.56 -5.38  0.08
H28 -3.60 -0.76 -4.83  0.08
H29 -3.80 -3.47 -4.08  0.12
H30 -2.36 -3.17 -0.90  0.06
H31 -3.30 -5.13 -2.80  0.10
H32 -4.71 -4.29 -2.11  0.10
H33 -3.56 -5.12 -1.06  0.10